47
Properties=species:S:1:pos:R:3:forces:R:3 method="wB97M-V/def2-TZVPD" spin_multiplicity=1 lumo_energy_ev=1.984 fmax_ev_per_a=3.8 charge=-1 homo_ev=-7.0 total_energy_ha=-1481.06218 e_above_lowest_ev=0.000 orbital_gap_ev=9.02
Ag -12.5190 -6.7370 -7.4150 -0.6125 -0.6129 0.1110
C -12.1150 -4.0980 -8.6170 -1.9796 -0.0468 -1.4727
O -12.9030 -4.9230 -9.3810 1.6247 2.2895 2.5069
O -11.3900 -4.7100 -7.7730 -0.4170 0.2992 -0.6131
O -12.1450 -2.8130 -8.7380 0.3371 -2.9527 0.0604
O -11.1360 -2.2370 -11.2850 -1.9823 1.7064 1.3345
H -10.5020 -2.8410 -11.5560 1.8215 -1.9749 -0.6951
H -11.4490 -2.5480 -10.4050 0.3039 0.5069 -0.8971
O -14.6360 -7.2140 -8.7100 -1.5338 -0.8752 -0.3862
H -14.5610 -6.4260 -9.2490 0.2247 0.5420 -0.0607
H -15.6120 -7.3880 -8.7880 1.4184 0.1016 0.5239
O -8.9140 -4.4110 -7.1740 -0.1857 -0.0017 -1.1835
H -8.8220 -4.6440 -6.2710 0.1568 -0.2568 1.2609
H -9.8740 -4.5520 -7.4030 1.3265 0.1983 0.2324
O -11.2430 -6.8800 -9.5980 0.5178 -1.7756 -0.1099
H -11.8640 -6.1530 -9.6390 -0.6383 1.3492 -0.0342
H -11.6140 -7.4310 -10.2890 0.2042 -0.5161 -0.2289
O -11.9340 0.1440 -8.3680 -1.4712 1.2970 -0.4555
H -12.6570 -0.4770 -8.4380 -0.6354 0.3462 -0.2798
H -11.2600 -0.4470 -8.1120 1.9180 -0.8856 0.7311
O -11.2020 -3.9430 -5.4000 0.5278 -0.0269 1.8983
H -11.4230 -4.1950 -6.2990 0.0264 0.2541 -0.6205
H -10.4100 -3.3850 -5.4650 -0.4981 0.0196 -0.2160
O -12.9500 -4.7780 -11.7980 -0.8371 -0.8603 -0.9851
H -12.9640 -4.6310 -10.8070 -0.0704 -0.3225 -1.0223
H -13.4910 -5.5850 -11.9790 0.6732 1.0849 0.3848
O -10.6960 -7.0330 -6.0010 -1.4731 1.6641 -0.1499
H -10.4310 -6.1490 -5.6920 -0.0076 -0.2746 -0.0121
H -10.0650 -7.6620 -5.7640 1.6699 -1.3656 0.5744
O -14.2950 -1.5000 -9.7100 -0.3813 -0.1224 0.0716
H -14.4290 -2.1170 -10.4360 0.1531 0.1693 -0.2175
H -13.6120 -1.9530 -9.1850 -0.1408 0.1365 -0.5184
O -10.1420 -1.6700 -7.4580 -1.1577 0.4451 2.0374
H -9.3790 -1.6210 -7.9820 1.4707 -0.4121 -1.2717
H -10.7590 -2.3430 -7.7800 0.2751 0.1207 -0.4925
O -13.7840 -5.5330 -5.5740 0.0571 -1.4961 0.4256
H -13.6560 -4.7440 -6.0770 -0.2946 1.6921 -0.5589
H -13.0950 -5.4860 -4.9050 0.1010 0.1390 0.1736
O -15.3170 -4.3960 -8.7890 -0.7163 -0.5238 1.0167
H -15.6770 -4.0900 -9.6050 -0.2563 0.5248 -0.8585
H -14.3650 -4.5600 -8.9380 0.1351 0.1247 -0.4180
O -14.0920 -2.7370 -6.9130 0.5543 -0.2786 0.5306
H -14.6800 -3.0630 -7.5910 -1.1546 -0.2064 -0.2284
H -13.2930 -2.6760 -7.4570 0.2202 0.5283 0.6638
O -9.5490 -4.8150 -9.9980 0.2744 0.2713 -0.4282
H -10.2610 -4.6910 -9.3700 0.3219 0.2561 0.1122
H -9.5860 -5.7710 -10.0590 0.1298 -0.2796 -0.2355